This record from the Open Molecules 2025 dataset describes a molecular structure, C19H21N3PPtS2. The level of theory is the ωB97M-V functional and the def2-TZVPD basis.

The geometry in XYZ format:
```
47
Properties=species:S:1:pos:R:3:mulliken_charge:R:1
Pt -0.483 0.150 -0.127 1.045
S 1.729 -0.403 0.380 -0.333
C 1.544 -0.172 2.117 0.575
C 2.671 -0.208 2.938 -0.819
C 2.513 -0.005 4.296 -0.252
C 1.238 0.197 4.808 -0.788
C 0.177 0.194 3.923 -0.169
N 0.312 0.025 2.606 -0.157
H 3.642 -0.384 2.497 0.400
H 3.378 -0.016 4.946 0.391
H 1.076 0.350 5.865 0.409
H -0.840 0.323 4.281 0.377
C -3.067 -2.348 -1.386 -1.181
P -2.212 -1.354 -0.122 0.680
C -2.315 -2.413 1.355 -1.166
C -3.273 0.090 0.153 -0.218
C -3.423 0.637 1.431 0.157
C -4.090 1.836 1.600 -0.715
C -4.587 2.520 0.496 -0.381
C -4.438 1.990 -0.779 -0.765
C -3.781 0.784 -0.953 -0.092
H -3.175 -1.811 -2.326 0.401
H -4.054 -2.607 -1.001 0.388
H -2.501 -3.259 -1.572 0.426
H -3.340 -2.491 1.717 0.434
H -1.667 -2.013 2.132 0.184
H -1.954 -3.404 1.081 0.421
H -3.024 0.109 2.289 0.262
H -4.220 2.248 2.592 0.431
H -5.092 3.467 0.631 0.440
H -4.827 2.519 -1.638 0.425
H -3.667 0.373 -1.948 0.256
N 0.718 7.207 -1.096 -0.296
C 0.158 6.551 -0.073 0.242
S -0.431 7.384 1.228 -0.355
C 0.078 5.067 -0.153 1.170
C 0.533 4.337 -1.253 -0.691
C 0.386 2.964 -1.276 -0.715
N -0.180 2.287 -0.278 -0.427
C -0.586 2.970 0.805 -0.287
C -0.478 4.338 0.899 -0.679
H 0.734 8.212 -1.056 0.210
H 1.100 6.753 -1.908 0.142
H 1.002 4.813 -2.102 0.324
H 0.730 2.385 -2.122 0.452
H -1.007 2.387 1.612 0.446
H -0.823 4.856 1.781 0.402
```

E_HOMO: -10.58 eV
Charge: +1
Gap between HOMO and LUMO: 5.914 eV
Largest force on an atom: 2.12 eV/Å
Energy: -58714.829 eV